No. 1
This record from OMol25 describes a structure of composition C29H43N2O6SSbSeSi3W in a non-equilibrium geometry. The level of theory is ωB97M-V with the def2-TZVPD basis set.

The geometry in XYZ format:
```
87
Properties=species:S:1:pos:R:3:forces:R:3:mulliken_charge:R:1
W -0.518981 -0.056121 -0.034790 -0.90 2.83 -0.45 2.259
C -0.487562 -1.946394 3.908411 -0.30 0.05 -0.11 -1.700
Sb 0.237754 -1.815598 1.873211 1.50 -1.09 0.82 -0.457
C -0.787957 0.807105 1.816673 -0.82 -1.21 -0.43 -0.250
C -1.766589 0.996699 2.894803 0.47 0.31 0.09 0.367
C -2.905335 0.204013 2.981474 -0.20 -0.08 0.06 0.305
C -3.842263 0.460438 3.964087 0.08 -0.02 -0.05 -0.635
C -3.603960 1.508955 4.837524 -0.04 0.04 0.05 -0.575
C -2.433337 2.243001 4.692494 -0.01 -0.05 -0.01 -0.616
N -1.529532 2.001033 3.751726 -0.15 0.04 -0.05 -0.416
Si 1.179447 1.504086 1.685417 0.37 -0.03 1.40 1.924
C 2.876097 0.754158 1.251208 -0.01 -0.09 -0.68 -1.242
C 1.186705 3.366650 1.808963 -0.34 0.06 -0.28 -1.388
C 1.429780 1.034054 3.564242 -0.29 0.13 -0.03 -1.535
C -0.588426 -3.583063 0.796042 -0.46 0.41 0.00 2.909
C -1.263828 -3.112240 -0.458622 -0.12 -0.28 0.20 -1.542
C -1.310991 -3.916398 -1.601581 0.00 0.07 0.03 -0.684
C -2.158943 -3.602739 -2.640764 0.01 0.03 0.02 -1.009
C -3.018627 -2.519375 -2.508811 -0.05 -0.02 0.07 -1.154
C -2.877799 -1.724339 -1.397256 -0.09 -0.02 -0.12 -0.433
N -1.978908 -1.956336 -0.424485 0.27 0.05 0.06 0.548
Si 0.918039 -4.769703 0.584436 -0.12 0.02 -0.10 0.878
C 1.937741 -4.869029 2.154335 -0.02 0.04 0.08 -1.253
C 2.017916 -4.192496 -0.813195 0.08 0.00 0.03 -1.143
C 0.397162 -6.547623 0.224580 -0.04 0.02 -0.07 -1.256
Si -2.077869 -4.408562 1.720774 0.30 -0.10 -0.14 0.749
C -1.453306 -5.434758 3.164300 0.02 0.02 0.05 -1.184
C -3.041286 -5.487319 0.521668 0.00 -0.04 0.09 -1.332
C -3.354318 -3.196560 2.341364 -0.10 0.07 -0.04 -0.880
H 0.386483 -2.270203 4.470719 0.00 -0.02 0.03 0.556
H -1.299307 -2.652065 4.056093 0.02 -0.04 0.01 0.558
H -0.796550 -0.968103 4.268462 0.05 -0.01 0.03 0.464
H -3.048004 -0.586595 2.260577 -0.03 0.07 -0.05 0.503
H -4.738532 -0.141241 4.041655 0.00 0.00 0.00 0.503
H -4.309673 1.764734 5.616361 0.01 -0.03 0.02 0.422
H -2.214788 3.061491 5.369276 0.01 0.02 -0.02 0.460
H 2.907789 0.184430 0.318810 -0.01 0.05 0.02 0.165
H 3.244380 0.106261 2.044322 0.02 0.07 0.02 0.342
H 3.574725 1.589021 1.129958 0.04 -0.01 0.06 0.410
H 0.891682 3.867659 0.886404 0.04 0.01 -0.01 0.241
H 2.203344 3.671744 2.066322 0.00 0.00 0.01 0.350
H 0.515415 3.682014 2.607759 0.00 -0.01 0.02 0.308
H 1.557367 -0.030863 3.773060 0.08 0.01 -0.03 0.309
H 0.669745 1.434691 4.230362 0.04 0.03 0.05 0.316
H 2.387516 1.517288 3.790115 0.00 -0.06 0.04 0.510
H -0.690667 -4.797547 -1.658924 0.03 -0.03 0.01 0.176
H -2.168114 -4.209730 -3.536584 -0.01 -0.01 0.01 0.463
H -3.737970 -2.260561 -3.271315 0.00 0.00 0.00 0.480
H -3.470999 -0.828369 -1.276157 0.09 0.06 -0.08 0.452
H 2.189797 -3.890567 2.563544 0.06 0.00 0.01 0.299
H 2.879235 -5.363567 1.897470 -0.02 -0.02 0.00 0.466
H 1.460408 -5.458679 2.937085 0.00 -0.04 -0.01 0.343
H 2.829630 -3.575013 -0.423373 -0.01 0.04 -0.02 0.361
H 1.499809 -3.603809 -1.567454 -0.05 0.00 -0.03 0.160
H 2.460463 -5.064664 -1.302778 0.04 0.02 0.03 0.473
H -0.503570 -6.860899 0.748709 0.01 -0.03 0.04 0.249
H 1.205034 -7.208117 0.550181 0.03 0.02 -0.02 0.451
H 0.244322 -6.731928 -0.840683 -0.04 0.01 -0.01 0.380
H -1.237446 -6.461515 2.863991 0.02 0.01 0.01 0.351
H -2.215599 -5.471450 3.945749 -0.03 -0.03 -0.01 0.474
H -0.549061 -5.024364 3.614006 -0.03 0.03 0.02 0.247
H -2.433994 -6.211956 -0.016791 0.03 -0.03 -0.03 0.334
H -3.560016 -4.872586 -0.215909 -0.02 0.01 0.01 0.263
H -3.800542 -6.039203 1.083627 0.00 0.00 0.01 0.427
H -2.936697 -2.360504 2.889247 0.00 -0.04 0.08 -0.140
H -4.025377 -3.731768 3.018768 -0.04 -0.02 -0.03 0.501
H -3.950472 -2.805482 1.513625 0.01 0.01 0.02 0.273
O -2.887979 7.692251 -2.303059 0.02 -0.02 -0.01 -0.484
C -2.039267 6.703639 -2.665648 0.02 0.02 -0.01 0.651
O -1.216197 6.910331 -3.511160 -0.02 -0.01 0.00 -0.548
C -2.181509 5.384807 -1.969189 0.00 0.01 -0.01 0.941
C -3.237980 5.058923 -1.123454 -0.01 0.00 0.02 -0.943
C -3.298261 3.815301 -0.524009 0.01 -0.01 0.00 -1.245
C -2.306788 2.860988 -0.766990 -0.20 -0.05 -0.20 1.124
S -2.551850 1.333016 0.093043 0.50 0.25 0.27 -0.503
C -1.252902 3.181912 -1.618184 -0.07 0.05 0.05 -0.124
C -1.195870 4.433871 -2.204883 0.01 0.00 0.03 -1.001
H -3.451655 7.404531 -1.577804 -0.01 0.01 0.03 0.272
H -4.046418 5.751727 -0.917719 0.00 0.00 -0.01 0.207
H -4.115352 3.577436 0.144553 -0.01 -0.01 -0.01 0.428
H -0.482046 2.464929 -1.820474 0.09 -0.14 -0.05 0.302
H -0.380903 4.692836 -2.866764 0.00 -0.01 -0.01 0.479
O 0.591557 -1.507820 -3.628546 -0.02 -0.11 -0.07 -0.713
Se 0.760704 -0.383770 -2.507724 -0.52 -0.72 0.20 0.718
O 0.776765 -1.268629 -0.904060 0.31 0.31 -0.52 -0.789
O 0.638398 1.331697 -0.138734 -0.16 -0.86 -0.05 -0.993
O -0.886142 0.095304 -2.005513 0.71 0.06 -0.34 -0.929
```
Positions in Å, forces in eV/Å.

Computed properties:
Highest occupied orbital energy (spin up / spin down)   -7.69 / -7.69 eV
2S+1   1


No. 2
This record from OMol25 describes a structure of composition C29H43N5O3PtS2. The level of theory is ωB97M-V with the def2-TZVPD basis set.

The geometry in XYZ format:
```
83
Properties=species:S:1:pos:R:3:forces:R:3:mulliken_spin:R:1
Pt 0.243621 -0.524472 0.448236 -0.14 0.09 0.09 0.787
C -0.629006 -3.517780 2.363232 0.00 0.06 0.06 0.015
C -1.026175 -3.942004 0.985661 -0.03 -0.04 -0.01 0.004
C -1.040218 -5.290448 0.651918 0.05 -0.02 -0.02 -0.013
C -1.402598 -5.716439 -0.615447 -0.01 0.04 0.00 0.019
C -1.741809 -4.780943 -1.577507 0.04 -0.02 0.02 -0.016
C -1.737007 -3.420945 -1.285143 0.02 -0.02 -0.05 0.009
C -2.074881 -2.437801 -2.376385 -0.01 0.02 -0.01 0.023
C -1.399699 -3.009410 0.012875 -0.05 -0.02 -0.12 -0.026
N -1.456033 -1.617596 0.305511 0.00 -0.10 0.25 0.229
C -2.623902 -0.975525 0.160727 0.02 0.08 0.02 0.276
C -3.933491 -1.691606 0.313141 0.02 -0.02 0.01 0.012
C -2.585798 0.385060 -0.177565 -0.12 0.04 -0.05 0.182
C -3.872953 1.094161 -0.504933 0.02 -0.02 0.01 0.029
N -1.393221 0.955881 -0.324698 0.18 -0.01 0.14 0.436
C -1.254329 2.297962 -0.733014 0.05 -0.02 -0.10 -0.080
C -1.647324 3.362205 0.093012 -0.01 0.06 -0.02 0.051
C -2.308754 3.141468 1.424314 0.01 0.00 0.02 -0.002
C -1.416779 4.664553 -0.340240 -0.01 0.00 0.01 -0.022
C -0.821451 4.922693 -1.561915 -0.01 -0.01 -0.03 0.033
C -0.457210 3.863073 -2.379510 -0.03 0.03 0.02 -0.022
C -0.664770 2.548668 -1.983465 0.03 -0.01 0.02 0.037
C -0.285087 1.413859 -2.889943 0.00 0.01 0.00 -0.013
H -0.342034 -4.383755 2.958418 -0.04 0.00 0.02 0.001
H -1.442052 -2.995324 2.872407 0.01 0.04 -0.01 0.000
H 0.226801 -2.843982 2.336712 0.05 0.05 -0.01 -0.011
H -0.755354 -6.014667 1.405282 -0.01 -0.01 0.00 0.000
H -1.412226 -6.772369 -0.852156 0.01 -0.01 -0.01 0.001
H -2.006712 -5.100033 -2.578979 0.00 -0.01 -0.01 0.000
H -1.718982 -2.817997 -3.334711 -0.02 0.00 -0.02 0.001
H -1.610043 -1.469732 -2.202018 0.01 -0.03 -0.04 -0.010
H -3.154411 -2.292475 -2.469114 -0.02 0.00 0.02 0.000
H -3.779367 -2.731910 0.588744 0.00 0.00 0.01 0.008
H -4.526642 -1.666332 -0.603309 0.00 -0.01 -0.02 -0.001
H -4.527590 -1.213551 1.095306 -0.02 0.00 0.00 0.002
H -4.410552 0.557443 -1.289510 -0.01 0.00 0.00 -0.002
H -3.691107 2.107862 -0.851360 -0.02 -0.01 -0.02 0.009
H -4.531668 1.138430 0.364585 0.00 0.00 0.01 0.002
H -1.967966 2.225499 1.901081 0.00 -0.01 0.01 0.004
H -3.394159 3.076591 1.315207 0.01 0.00 0.02 0.000
H -2.097537 3.976572 2.092208 0.00 0.01 0.01 0.001
H -1.708672 5.485736 0.304055 0.00 0.01 0.00 0.000
H -0.648352 5.942559 -1.879431 0.00 0.01 -0.01 0.001
H -0.004307 4.054046 -3.345531 0.00 0.00 -0.01 0.000
H 0.277480 1.783496 -3.747435 -0.01 0.01 -0.02 0.001
H -1.177219 0.905661 -3.265932 0.00 -0.02 0.01 0.002
H 0.305866 0.657321 -2.377285 0.01 0.01 -0.02 0.009
C 1.619327 2.846983 1.055100 0.03 0.00 0.04 0.002
N 2.659869 2.410351 0.140525 -0.19 -0.17 -0.18 0.000
C 2.904016 3.256870 -1.015521 0.04 0.07 0.02 -0.001
C 2.997810 1.091838 0.128272 0.10 0.25 0.10 0.005
N 2.203860 0.181442 0.606338 -0.08 -0.25 -0.01 -0.014
N 4.252230 0.796963 -0.339956 -0.08 -0.04 0.14 -0.001
C 5.371588 1.677168 -0.037403 0.01 0.01 -0.04 0.000
C 4.632214 -0.590588 -0.540143 0.00 0.01 -0.02 0.001
H 1.692442 3.929869 1.160154 0.02 0.01 0.00 0.001
H 1.766662 2.377386 2.026197 -0.01 -0.01 -0.02 -0.001
H 0.622510 2.600273 0.698101 0.00 0.02 0.03 0.007
H 1.952520 3.558743 -1.460391 0.04 -0.01 0.01 0.000
H 3.480206 2.712578 -1.759777 0.01 0.00 0.00 0.000
H 3.454292 4.157756 -0.731701 0.01 0.00 0.00 0.000
H 2.687314 -0.668910 0.874834 0.06 -0.04 -0.04 -0.020
H 5.014950 2.599992 0.408985 0.01 0.00 -0.01 0.000
H 5.933572 1.912136 -0.943549 0.01 0.00 0.01 0.000
H 6.046043 1.187595 0.671110 0.00 0.01 0.00 0.000
H 4.942694 -1.068458 0.396126 0.00 -0.01 0.00 0.000
H 5.471113 -0.622397 -1.235243 -0.01 0.00 0.00 0.000
H 3.807757 -1.159119 -0.958990 -0.04 0.00 -0.01 -0.001
C -0.747872 0.825705 5.291783 0.01 0.07 0.00 0.001
O 0.445451 0.099472 5.005945 0.02 -0.04 0.07 0.001
C 0.740547 -0.298861 3.761288 -0.07 -0.12 -0.06 0.006
S 2.071168 -1.246943 3.579295 0.04 0.06 -0.18 0.007
S -0.381715 0.229328 2.546195 0.01 -0.02 -0.01 0.021
H -0.792049 0.878112 6.376201 -0.01 0.02 -0.01 0.000
H -1.625242 0.310265 4.901658 0.00 -0.01 0.03 -0.001
H -0.696398 1.830336 4.869898 -0.03 0.00 -0.01 0.000
C 1.735212 -3.082083 -2.532245 0.01 0.00 0.00 -0.001
C 1.429931 -2.328191 -1.264203 0.04 -0.02 0.02 -0.002
O 1.837084 -2.694968 -0.163716 0.02 0.00 0.06 0.030
O 0.709802 -1.261252 -1.421054 0.09 -0.01 -0.10 -0.009
H 2.394447 -3.918864 -2.319320 0.00 0.00 -0.01 0.001
H 2.190518 -2.413397 -3.263020 0.00 0.01 -0.01 0.000
H 0.801847 -3.450833 -2.957881 -0.01 -0.01 0.01 0.000
```
Positions in Å, forces in eV/Å.

Computed properties:
Highest occupied orbital energy (spin up / spin down)   -6.41 / -7.78 eV
2S+1   3


- What is the 2S+1 in the first record?
  1


- The highest 2S+1 belongs to which entry?
  C29H43N5O3PtS2


- 2S+1 of number 1 (C29H43N2O6SSbSeSi3W)?
  1